# C46H119N9O14

A 9-piece molecular cluster, C46H119N9O14 overall in a non-equilibrium geometry (the ωB97M-V functional and the def2-TZVPD basis, OMol25).

The geometry in XYZ format:
```
188
Properties=species:S:1:pos:R:3:forces:R:3:mulliken_charge:R:1
O 4.16269 0.32541 -1.33323 0.0 0.2 0.3 -0.410
O 4.98542 -4.09550 -1.51133 -0.4 0.4 -0.8 -0.110
O -4.77850 -0.19997 2.10209 0.2 0.0 -0.1 -0.465
O -1.65851 -2.93386 -0.68781 -0.4 -1.0 -0.4 -0.392
O 3.17091 -2.67009 2.95922 2.0 1.7 -0.4 0.126
O 3.66813 1.21679 4.19231 2.3 -0.2 -0.2 -0.511
O -5.10228 0.48531 -4.14529 0.0 -0.8 1.9 -0.023
O -3.16782 4.09154 8.45352 -0.7 -0.2 -0.9 -0.341
O -1.01075 3.79112 1.25162 1.4 0.8 0.2 -0.586
O -1.55359 4.53195 -4.01717 1.1 -1.4 0.0 -0.419
O -1.50604 0.00061 5.79480 0.9 0.5 -2.0 -0.203
O -2.69178 -3.48088 -8.27241 -0.2 0.6 1.1 -0.355
O 3.95954 4.96263 -0.34074 1.5 -0.4 1.5 -0.177
O 0.01555 -3.74299 -4.83079 -0.4 0.0 1.0 0.011
N -3.97999 0.39980 -0.64009 0.1 0.3 0.7 0.357
N 0.55386 2.06122 -2.40173 0.5 0.0 -0.6 0.785
N -4.24306 -2.53837 -4.92651 1.2 -2.4 -2.6 -0.445
N 0.94760 4.68460 -0.41265 -0.5 -1.3 0.7 0.177
N 4.38766 0.87819 6.86095 -0.5 -0.4 0.5 -0.672
N -1.90136 1.23670 8.19082 -0.6 0.0 1.7 -0.278
N 1.12004 -0.92125 -1.76475 0.5 0.0 0.9 -0.004
N 2.27677 -3.77715 -2.80419 -0.7 0.7 0.4 0.416
N 5.16901 -1.09608 0.78310 0.2 -0.1 1.0 -0.322
C 5.31404 -2.04996 1.91069 -1.4 -0.7 -2.3 -1.176
C 4.17239 -3.10925 2.00756 0.1 0.7 1.0 -0.389
C 1.34561 3.95990 0.80629 -0.6 2.5 0.6 -1.170
C -5.37693 0.83055 -2.72183 1.8 -0.2 -2.5 -0.865
C 2.82764 1.97702 3.38679 1.7 0.5 0.0 -1.069
C 6.27014 -4.57104 -1.28243 1.8 -0.2 1.8 -0.890
C -2.75220 0.20686 7.65301 -0.9 -0.7 -0.4 -0.582
C 0.12703 2.94684 -3.45644 -0.2 0.7 0.1 0.765
C -2.85465 4.94194 -4.07784 -0.2 1.9 1.6 -0.848
C -4.02294 0.53509 -2.05133 -0.8 1.3 -0.8 0.341
C -3.84013 -2.38114 -6.39168 -1.5 0.3 -0.5 0.547
C 0.57415 -4.95790 -4.29194 -0.9 0.7 -0.4 -1.099
C -0.75720 -0.69571 4.81270 -0.8 -1.5 0.7 -0.532
C -2.42056 -3.85304 -1.41813 -1.7 0.4 -2.1 -0.222
C -3.08379 -1.05674 -6.63847 -0.3 -1.2 1.2 -1.384
C -1.98696 -0.78579 6.81410 1.5 1.3 2.0 -0.797
C -3.68458 2.85263 8.98076 -1.6 2.5 2.5 -0.357
C -2.61116 1.86555 9.31605 1.0 -0.4 0.2 -1.128
C 1.81292 5.80843 -0.74701 -3.4 0.1 -0.8 -0.879
C -2.05301 3.04084 1.73181 -1.8 -1.5 -1.2 -0.637
C 2.04529 -4.75219 -3.83891 -1.4 -0.7 -0.3 -0.653
C -4.22275 4.91055 7.87826 -0.8 -2.8 0.8 -0.662
C 0.38624 -3.24906 -6.09942 0.3 -1.4 0.4 -0.731
C 2.26338 -3.63245 3.27426 0.0 -1.6 -0.5 -0.673
C 4.78907 -3.66794 -2.84657 -2.5 -0.4 -1.3 -1.105
C 0.36851 -1.71936 -0.75226 0.1 1.4 -0.1 0.855
C 3.06073 5.29999 -1.31423 1.6 -0.9 -2.7 -0.261
C 3.84613 0.78273 -0.02141 -0.4 2.0 -0.8 -0.289
C -1.39842 3.20681 -3.47657 0.8 0.8 1.0 -0.202
C -3.95013 -1.08980 1.34534 0.0 0.9 -1.1 -0.032
C -4.35675 -0.90962 -0.14433 -0.5 0.6 1.7 -0.370
C -0.18591 -0.71724 0.32646 -1.3 -1.3 -1.5 0.264
C -3.08398 -3.56986 -6.89798 1.6 -0.2 0.6 -0.378
C 3.81122 -0.24106 6.14346 -0.2 0.6 -1.6 0.752
C 2.96061 -1.07731 7.05257 0.5 0.8 1.4 -1.527
C -0.79093 -2.28713 -1.55768 0.8 0.5 -0.4 0.423
C 0.21823 3.07289 1.32794 0.5 -0.5 -1.3 0.655
C 3.39364 -2.89437 -2.94400 1.9 -0.4 2.0 -0.398
C -4.25171 0.08800 3.36733 1.4 -0.3 0.8 -0.612
C -6.10911 0.86731 -5.02337 -0.5 -0.9 -0.2 -0.918
C 4.62375 6.11266 0.06333 0.7 -0.3 1.5 -0.933
C 3.94437 -0.34042 0.95156 -1.6 -1.5 -1.2 0.488
C 0.60215 2.39913 -4.77870 1.4 -0.5 0.3 -1.803
C -1.94222 -4.63580 -8.63948 -1.5 0.9 0.9 -0.576
C 2.94899 0.39390 5.02418 -1.2 -0.8 1.3 -0.058
C 4.05970 1.43378 -2.21632 -1.6 -0.8 -0.7 -0.341
H 5.20472 5.86028 0.93093 0.4 -0.3 0.5 0.309
H -7.14015 0.56246 -4.76031 0.4 -0.2 0.3 0.338
H -4.80233 -2.33078 -6.96830 0.7 0.1 0.1 0.153
H 3.07342 -1.03033 0.74138 0.3 0.5 0.3 -0.413
H 1.92187 6.54074 0.06295 0.5 -0.3 0.3 0.372
H -3.48237 4.49211 -4.77062 -1.1 -1.8 -1.4 0.337
H -0.18647 -0.01188 4.22199 0.4 0.5 -0.2 -0.022
H 0.35808 2.97589 -5.65613 -0.4 0.2 -0.1 0.454
H 4.52464 -0.96246 5.64058 -0.2 0.9 0.4 -0.079
H -2.63978 -0.98572 -7.61414 0.0 -0.1 -0.4 0.467
H 0.95184 -2.58705 -0.34006 -0.4 0.7 -0.1 -0.208
H -0.03743 4.87992 -0.27808 0.2 0.7 -0.3 0.264
H -4.66460 4.34794 7.01414 0.4 0.7 0.4 0.267
H -3.72753 -0.37895 -2.48628 0.6 -1.2 -0.6 -0.401
H -1.03874 -0.25397 -0.26434 0.9 0.1 1.2 -0.413
H -2.93006 -4.50086 -0.76699 -0.3 -1.0 1.2 0.455
H -0.58073 -1.21391 1.22745 0.0 0.0 -0.5 0.453
H 2.52843 -1.94725 6.60274 0.2 -0.8 -0.2 0.281
H -3.95265 -0.83832 3.90813 -0.1 0.3 -0.3 0.292
H 3.92139 6.84854 0.42277 -0.2 0.7 -0.3 0.355
H -4.64609 2.56704 8.48809 1.2 -0.5 -0.4 0.417
H 5.33720 6.48919 -0.66172 -0.2 0.3 -0.6 0.309
H -1.85203 2.25049 9.98662 0.2 1.3 -0.2 0.427
H 1.63152 -3.27562 4.05970 -0.8 0.4 0.1 0.054
H 1.18894 6.36875 -1.46937 0.7 -0.1 -0.2 0.409
H -1.59888 1.98042 7.55508 -0.4 -0.7 -0.1 0.271
H -1.05161 -4.72873 -8.03507 0.6 0.0 -0.1 0.122
H 3.41410 -2.29045 -1.99917 0.0 -0.1 -0.9 -0.113
H 2.72528 -4.54043 3.70077 0.2 0.0 -0.2 0.291
H -1.78881 -4.49204 -9.69039 0.4 -0.6 -0.5 0.259
H 3.80484 1.00223 -3.19846 0.7 0.3 0.1 0.283
H 2.80392 1.31820 -0.13458 1.6 -1.1 0.8 -0.365
H 1.76481 -3.91698 2.33799 -0.7 -0.2 0.4 0.259
H 0.51325 -5.74453 -5.08760 0.4 0.3 0.5 0.434
H 0.98969 -2.35178 -6.04311 0.4 0.1 0.1 0.163
H 5.34972 -1.59732 2.85537 0.0 1.3 1.2 0.426
H -2.55474 -1.61230 6.51940 -1.2 -1.3 -0.8 0.470
H -1.93020 -4.44155 -2.23433 0.4 0.5 1.0 -0.156
H 4.96642 1.44206 6.28554 0.5 0.4 -0.4 0.198
H 0.44437 1.08073 -2.63202 -0.2 -0.1 0.4 -0.322
H 0.60015 3.92857 -3.33755 -0.1 0.0 0.3 -0.009
H -3.79395 5.82849 7.59397 0.4 1.1 -0.3 0.261
H 6.26155 -5.05427 -0.24632 0.0 0.4 -1.5 0.231
H 4.71476 -4.56832 -3.49819 0.1 0.3 0.3 0.481
H 1.56399 4.76602 1.55332 -0.1 -0.6 0.1 0.374
H -2.12554 2.15033 1.07150 -0.1 -0.2 0.7 0.088
H -2.60608 -5.44364 -8.34995 0.2 -0.9 -0.6 0.325
H 3.30876 -2.18039 -3.76731 0.2 -0.4 -0.2 0.478
H -3.78107 -1.58959 -0.74972 -0.3 -0.7 -0.1 -0.033
H -1.80540 3.13338 -2.39134 0.4 0.2 -1.7 0.033
H -1.11558 -1.16739 7.39409 -0.4 0.0 0.0 0.273
H 6.71515 -5.29730 -2.02809 -0.9 0.7 0.5 0.327
H -2.05087 2.74834 2.77654 0.7 0.0 0.4 0.273
H -5.11643 -3.08581 -4.89822 0.6 0.9 0.2 0.254
H -3.33589 1.29313 -2.42184 0.2 0.1 0.2 -0.287
H -2.98829 1.16055 10.07348 -0.5 -0.5 -0.9 0.472
H 0.25483 1.38955 -4.84468 -0.7 -0.8 -0.5 0.380
H 2.14159 -0.53193 7.49584 -0.4 0.6 -0.1 0.435
H 4.91868 2.09493 -2.23161 0.3 0.0 0.1 0.414
H -3.01684 3.53553 1.58927 0.3 0.5 -0.1 0.478
H 2.41952 2.71588 4.04505 -0.8 0.9 -0.1 0.771
H 0.22526 2.15350 0.67238 -0.6 0.6 0.6 -0.980
H 2.29438 -4.07639 -1.82160 -0.4 -0.6 -1.0 0.207
H -6.11984 1.93274 -5.05408 -0.1 1.1 -0.7 0.365
H 4.82676 0.67497 7.74368 0.2 -0.3 0.0 0.230
H -3.37279 -0.32179 8.40463 0.9 0.3 0.3 0.529
H 3.67927 -3.21338 1.02327 0.3 -0.6 0.3 0.049
H 1.44055 -1.55096 -2.46896 -0.4 -0.8 -0.9 -0.056
H -5.46662 -1.05738 -0.10192 0.6 -0.3 -0.7 0.389
H -4.10708 3.18540 9.99259 0.3 -0.6 -0.7 0.318
H 3.41308 2.39433 2.54395 -0.4 0.0 0.6 0.288
H 5.51798 -3.04712 -3.31523 1.2 0.7 0.4 0.538
H 3.80378 -0.01416 1.96902 0.3 0.2 0.4 0.187
H -2.31242 -0.96466 -5.88120 0.4 0.0 0.1 0.245
H 3.13117 1.97015 -1.96660 0.3 0.3 0.0 -0.241
H 0.52871 0.00258 0.65233 0.7 0.6 0.0 -0.441
H -3.78954 -0.27918 -6.45506 -0.3 0.9 -0.1 0.270
H -2.20180 -3.71642 -6.24699 0.0 0.4 -0.2 -0.020
H 0.86596 -4.06656 -6.64243 0.5 0.2 -0.3 0.435
H -2.89746 -0.75674 1.46134 -0.4 -0.6 0.0 -0.170
H 2.12895 1.04668 5.47248 0.6 -1.1 -0.1 0.386
H -4.13870 -2.14465 1.61533 0.3 0.4 0.2 0.450
H 2.29131 3.51274 0.60676 0.5 -1.1 0.1 0.040
H 0.17708 2.31156 -1.50729 -0.2 -0.1 0.3 -0.513
H 3.62525 -1.25164 7.91804 -0.4 -0.9 -0.3 0.374
H -5.68393 1.85984 -2.81806 -0.1 0.6 0.9 0.443
H 0.36742 2.74579 2.35417 0.3 0.0 0.2 1.017
H -3.54416 0.62733 7.04623 -0.3 0.2 -0.8 0.261
H 2.48260 -4.49959 -4.80732 0.7 0.4 0.4 0.443
H 6.97539 -3.70178 -1.16670 -0.3 -0.7 -0.4 0.325
H -3.28565 4.87008 -3.07043 -0.4 0.2 -0.1 0.289
H -1.84376 2.46786 -4.13881 -0.6 -0.2 0.1 0.375
H 4.59596 1.57326 0.23036 -0.5 -0.3 0.0 0.732
H 3.58360 5.99409 -1.98298 -0.4 0.5 -0.1 0.470
H -1.31365 -1.57227 -2.23795 0.2 0.2 0.8 -0.116
H -0.51704 -3.04256 -6.63042 -0.5 0.5 -0.4 0.114
H -0.10388 -1.46813 5.29414 -0.2 0.7 -0.3 0.315
H 2.11796 1.29862 3.03700 -1.8 -0.7 -1.1 0.348
H 2.52962 -0.46715 4.46305 -0.3 0.4 -0.1 -0.133
H -0.18435 -5.24030 -3.51178 1.1 0.2 -0.4 0.121
H -3.58632 -4.49068 -6.68765 -1.1 -0.8 -0.3 0.542
H 5.15887 -1.58990 -0.12454 0.0 0.3 0.8 0.197
H 2.40965 -5.72661 -3.55925 0.4 -0.6 0.0 0.325
H -6.14227 0.21021 -2.34606 -1.2 -0.7 0.5 0.432
H 2.03875 -0.60574 -1.43987 -0.5 0.3 0.6 -0.159
H -1.45438 -1.25490 4.15210 0.3 0.2 0.1 0.311
H -3.35632 0.77315 3.41917 -0.5 -0.7 -0.7 0.118
H -5.07740 5.03246 8.59925 0.8 0.2 -0.4 0.280
H 4.59233 -4.01735 2.46785 -0.1 -0.2 -0.8 0.570
H -3.27927 -3.39250 -2.00900 0.9 0.2 0.6 0.027
H -0.34336 -2.96542 -2.26936 0.1 -0.7 -0.3 -0.422
H -4.97401 0.57914 3.98288 -0.9 0.2 0.1 0.428
H 1.70106 2.24450 -4.77207 -0.4 0.5 0.1 0.249
H -2.87551 5.97590 -4.41786 0.2 0.3 0.4 0.299
H -4.32719 -1.61119 -4.66065 -1.0 2.0 1.3 0.109
H -5.86485 0.35744 -5.96305 -0.2 0.6 -0.1 0.199
H -4.51440 1.13758 -0.22300 -0.2 0.2 0.6 0.298
H 6.26891 -2.49057 1.75918 0.7 -0.9 -0.1 0.534
H 3.07662 4.36700 -1.92768 -1.4 0.6 0.3 -0.041
```
Positions in Å, forces in eV/Å.

HOMO level = -8.234 eV
calculated total energy = -3369.71544 Ha
E_LUMO = 0.02504 hartree
SMILES = COC[C@H](C)N.COC[C@H](C)N.COC[C@H](C)N.COC[C@H](C)N.COCCNCCOC.COCCNCCOC.COCCNCCOC.COCCNCCOC.COCCNCCOC
gap between HOMO and LUMO = 8.92 eV
ΔE to the lowest compared entry with this formula, charge and spin = 485.0 kJ/mol